C4H7NO2 | wB97M-V/def2-TZVPD

The HOMO energy is -8.248 eV. The SMILES is C=C(N)CC(=O)O. For the calculated total energy, the calculation gives -361.7818 Eh. The calculation puts the LUMO energy at 0.43 eV. The gap between HOMO and LUMO is 8.67 eV. Its spin multiplicity is 1. As for the net charge: 0.

Geometry as XYZ:
```
14
Properties=species:S:1:pos:R:3:lowdin_charge:R:1
C -0.360 0.438 -1.103 -0.017
C -1.466 0.293 0.205 -0.504
C 0.753 0.164 -0.186 -0.435
N 1.228 -1.120 -0.180 0.107
C 0.665 0.880 1.000 0.012
O -1.653 -1.008 0.566 0.075
O -2.352 1.103 0.297 0.091
H -0.822 -1.509 0.452 0.092
H 1.926 -1.354 0.511 0.112
H 1.289 -1.599 -1.070 0.111
H -0.483 -0.269 -1.925 0.109
H -0.457 1.480 -1.389 0.113
H 1.260 0.562 1.850 0.061
H 0.472 1.939 0.970 0.075
```

***

C4H7NO2 | wB97M-V/def2-TZVPD

The HOMO energy is -9.396 eV. The SMILES is O=CN1CC(O)C1. For the calculated total energy, the calculation gives -361.8196 Eh. The calculation puts the LUMO energy at 0.62 eV. The gap between HOMO and LUMO is 10.02 eV. Its spin multiplicity is 1. As for the net charge: 0.

Geometry as XYZ:
```
14
Properties=species:S:1:pos:R:3:lowdin_charge:R:1
O -2.231 -0.254 -0.754 -0.013
C -1.188 -0.233 0.177 -0.335
C 0.002 -1.113 -0.257 -0.067
N 0.862 0.039 -0.009 -0.085
C -0.229 0.985 0.138 -0.065
C 2.179 0.228 0.178 -0.334
O 2.679 1.310 0.439 0.011
H -2.904 0.372 -0.461 0.100
H -1.528 -0.465 1.193 0.147
H 0.217 -2.007 0.337 0.122
H -0.075 -1.372 -1.320 0.127
H -0.158 1.626 1.022 0.124
H -0.387 1.593 -0.760 0.131
H 2.760 -0.709 0.077 0.137
```

***

C4H7NO2 | wB97M-V/def2-TZVPD

The HOMO energy is -9.364 eV. The SMILES is C=NC=O.C=CO. For the calculated total energy, the calculation gives -361.7724 Eh. The calculation puts the LUMO energy at -0.30 eV. The gap between HOMO and LUMO is 9.06 eV. Its spin multiplicity is 1. As for the net charge: 0.

Geometry as XYZ:
```
14
Properties=species:S:1:pos:R:3:lowdin_charge:R:1
O 1.756 -0.099 1.138 -0.030
C 1.499 0.613 -0.002 -0.322
C 1.180 0.102 -1.189 0.008
O -1.411 -0.977 -1.213 0.032
C -1.531 -1.264 -0.045 -0.328
N -1.157 -0.430 1.036 0.012
C -1.058 0.810 0.749 -0.020
H 1.021 -0.712 1.305 0.075
H 1.583 1.689 0.148 0.113
H 0.920 0.749 -2.020 0.072
H 1.128 -0.968 -1.361 0.072
H -1.878 -2.255 0.281 0.121
H -1.361 1.225 -0.216 0.100
H -0.655 1.492 1.499 0.095
```

***

C4H7NO2 | wB97M-V/def2-TZVPD

The HOMO energy is -10.075 eV. The SMILES is [H]/N=C(\C)OCC=O. For the calculated total energy, the calculation gives -361.8041 Eh. The calculation puts the LUMO energy at 0.62 eV. The gap between HOMO and LUMO is 10.70 eV. Its spin multiplicity is 1. As for the net charge: 0.

Geometry as XYZ:
```
14
Properties=species:S:1:pos:R:3:lowdin_charge:R:1
C 0.334 0.066 -1.738 -0.018
C 0.769 -0.539 -0.423 -0.502
N 0.954 -1.768 -0.202 0.180
O 1.027 0.403 0.543 -0.070
C 0.099 0.608 1.598 -0.141
C -1.353 0.488 1.153 -0.237
O -2.101 -0.335 1.617 0.075
H 1.017 -0.262 -2.527 0.084
H -0.672 -0.285 -1.994 0.087
H 0.333 1.156 -1.702 0.081
H 0.765 -2.284 -1.066 0.067
H 0.240 -0.086 2.432 0.130
H 0.294 1.635 1.933 0.132
H -1.704 1.204 0.377 0.132
```

***

C4H7NO2 | wB97M-V/def2-TZVPD

The HOMO energy is -9.289 eV. The SMILES is O[C@H]1O[C@H]2CN[C@H]21. For the calculated total energy, the calculation gives -361.7581 Eh. The calculation puts the LUMO energy at 1.02 eV. The gap between HOMO and LUMO is 10.31 eV. Its spin multiplicity is 1. As for the net charge: 0.

Geometry as XYZ:
```
14
Properties=species:S:1:pos:R:3:lowdin_charge:R:1
O -0.189 -1.370 0.675 -0.053
C -0.752 -0.656 -0.443 -0.219
C -1.204 0.799 -0.185 -0.121
N 0.104 1.304 -0.680 0.012
C 0.599 -0.064 -0.846 -0.193
C 1.116 -0.736 0.453 -0.317
O 1.200 0.071 1.572 0.006
H 0.281 -0.238 1.825 0.116
H -1.373 -1.325 -1.031 0.143
H -1.447 1.040 0.857 0.118
H -2.034 1.123 -0.824 0.109
H 0.628 1.799 0.038 0.102
H 1.128 -0.293 -1.774 0.140
H 1.943 -1.453 0.364 0.155
```

***

C4H7NO2 | wB97M-V/def2-TZVPD

The HOMO energy is -9.817 eV. The SMILES is [H]/N=C(\C)OCC=O. For the calculated total energy, the calculation gives -361.8273 Eh. The calculation puts the LUMO energy at 0.82 eV. The gap between HOMO and LUMO is 10.63 eV. Its spin multiplicity is 1. As for the net charge: 0.

Geometry as XYZ:
```
14
Properties=species:S:1:pos:R:3:lowdin_charge:R:1
C -2.082 -0.178 -0.333 0.000
C -0.748 0.194 0.256 -0.500
N -0.296 1.329 0.591 0.173
O 0.033 -0.908 0.373 -0.060
C 1.414 -0.659 0.610 -0.148
C 1.995 0.096 -0.573 -0.255
O 2.882 0.903 -0.512 0.067
H -2.735 -0.656 0.404 0.089
H -2.587 0.705 -0.732 0.081
H -1.916 -0.893 -1.143 0.086
H -0.976 2.064 0.420 0.067
H 1.600 -0.129 1.548 0.130
H 1.869 -1.656 0.634 0.136
H 1.547 -0.212 -1.543 0.134
```

***

C4H7NO2 | wB97M-V/def2-TZVPD

The HOMO energy (alpha / beta) is -7.590 / -8.265 eV. For the calculated total energy, the calculation gives -361.6494 Eh. The calculation puts the LUMO energy (alpha / beta) at -1.26 / -0.68 eV. The gap between HOMO and LUMO (alpha / beta) is 6.33 / 7.59 eV. Its spin multiplicity is 1. As for the net charge: 0.

Geometry as XYZ:
```
14
Properties=species:S:1:pos:R:3:lowdin_charge:R:1
O -1.282 1.712 -0.580 -0.016
C -0.736 0.547 -0.092 -0.317
C -0.408 -0.445 -1.090 -0.204
N 0.189 -1.570 -0.551 0.073
C 1.460 -0.225 1.054 0.026
C 0.823 0.858 0.481 -0.429
O 1.147 2.004 0.171 0.042
H -0.526 2.342 -0.542 0.090
H -1.252 0.142 0.790 0.163
H -0.977 -1.635 -1.012 0.207
H -0.191 -0.098 -2.103 0.149
H 0.756 -2.036 -1.270 0.101
H 2.541 -0.189 1.142 0.062
H 0.924 -0.953 1.647 0.054
```

***

C4H7NO2 | wB97M-V/def2-TZVPD

The HOMO energy is -9.466 eV. The SMILES is CN(C=O)CC=O. For the calculated total energy, the calculation gives -361.8183 Eh. The calculation puts the LUMO energy at 0.78 eV. The gap between HOMO and LUMO is 10.25 eV. Its spin multiplicity is 1. As for the net charge: 0.

Geometry as XYZ:
```
14
Properties=species:S:1:pos:R:3:lowdin_charge:R:1
C -1.128 -0.645 -1.068 -0.334
N -0.307 0.306 -0.562 -0.135
C 0.854 0.708 -1.324 -0.059
C -0.341 0.526 0.892 -0.113
C 0.849 0.069 1.713 -0.221
O 1.981 0.011 1.308 0.050
O -1.989 -1.231 -0.436 0.017
H -1.135 -0.644 -2.170 0.141
H 1.440 -0.120 -1.694 0.093
H 1.424 1.407 -0.725 0.084
H 0.517 1.410 -2.115 0.098
H -0.401 1.625 1.030 0.138
H -1.234 0.198 1.412 0.117
H 0.664 -0.436 2.679 0.123
```

***

C4H7NO2 | wB97M-V/def2-TZVPD

The HOMO energy is -9.830 eV. The SMILES is O=C[C@]1(CO)CN1. For the calculated total energy, the calculation gives -361.7691 Eh. The calculation puts the LUMO energy at 0.50 eV. The gap between HOMO and LUMO is 10.33 eV. Its spin multiplicity is 1. As for the net charge: 0.

Geometry as XYZ:
```
14
Properties=species:S:1:pos:R:3:lowdin_charge:R:1
O 1.815 1.208 0.039 -0.055
C 1.255 0.143 -0.684 -0.171
C -0.180 -0.194 -0.009 -0.382
C -0.747 -1.509 0.434 -0.101
N -0.067 -0.636 1.380 0.067
C -1.016 0.949 -0.469 -0.189
O -0.864 2.055 0.012 0.055
H 1.042 1.732 0.299 0.060
H 1.236 0.439 -1.764 0.129
H 1.861 -0.764 -0.577 0.122
H -0.207 -2.405 0.145 0.100
H -1.831 -1.660 0.564 0.116
H -0.711 -0.205 2.045 0.111
H -1.586 0.847 -1.415 0.140
```

***

C4H7NO2 | wB97M-V/def2-TZVPD

The HOMO energy is -9.790 eV. The SMILES is O/N=C1/CC[C@H]1O. For the calculated total energy, the calculation gives -361.7618 Eh. The calculation puts the LUMO energy at 0.86 eV. The gap between HOMO and LUMO is 10.65 eV. Its spin multiplicity is 1. As for the net charge: 0.

Geometry as XYZ:
```
14
Properties=species:S:1:pos:R:3:lowdin_charge:R:1
O 1.933 1.541 0.196 -0.075
N 1.824 0.202 -0.235 0.070
C 0.601 -0.091 -0.382 -0.269
C -0.084 -1.404 -0.661 -0.088
C -1.270 -0.843 0.173 -0.097
C -0.696 0.585 0.008 -0.324
O -0.704 1.394 1.146 -0.006
H 2.839 1.587 0.525 0.097
H 0.416 -2.308 -0.305 0.112
H -0.333 -1.524 -1.721 0.115
H -1.197 -1.138 1.223 0.121
H -2.281 -1.019 -0.200 0.108
H -1.148 1.087 -0.864 0.158
H 0.100 1.930 1.098 0.079
```

***

C4H7NO2 | wB97M-V/def2-TZVPD

The HOMO energy is -10.067 eV. The SMILES is CC(=O)N(C)C=O. For the calculated total energy, the calculation gives -361.8467 Eh. The calculation puts the LUMO energy at 0.55 eV. The gap between HOMO and LUMO is 10.62 eV. Its spin multiplicity is 1. As for the net charge: 0.

Geometry as XYZ:
```
14
Properties=species:S:1:pos:R:3:lowdin_charge:R:1
C 1.502 0.640 0.985 -0.029
N 0.281 0.114 0.384 -0.084
C -0.867 -0.002 1.239 -0.269
O -1.265 -1.055 1.668 0.107
C 0.276 -0.203 -0.964 -0.493
O 1.278 -0.112 -1.648 0.067
C -1.075 -0.597 -1.528 0.009
H 1.265 1.016 1.987 0.090
H 2.268 -0.140 1.072 0.100
H 1.900 1.452 0.371 0.092
H -1.353 0.976 1.474 0.150
H -1.222 -1.684 -1.500 0.097
H -1.088 -0.269 -2.567 0.088
H -1.899 -0.135 -0.974 0.075
```

***

C4H7NO2 | wB97M-V/def2-TZVPD

The HOMO energy is -10.180 eV. The SMILES is C[C@H]1CNC(=O)O1. For the calculated total energy, the calculation gives -361.8785 Eh. The calculation puts the LUMO energy at 0.76 eV. The gap between HOMO and LUMO is 10.95 eV. Its spin multiplicity is 1. As for the net charge: 0.

Geometry as XYZ:
```
14
Properties=species:S:1:pos:R:3:lowdin_charge:R:1
C 1.150 -1.113 -0.523 -0.035
C 0.182 0.018 -0.837 -0.331
C -1.159 -0.172 -0.104 -0.131
N -0.858 0.512 1.140 0.089
C 0.175 1.426 0.953 -0.552
O 0.580 2.251 1.728 0.113
O 0.707 1.233 -0.285 0.047
H 1.140 -1.294 0.557 0.092
H 2.173 -0.862 -0.817 0.088
H 0.850 -2.033 -1.034 0.085
H 0.040 0.166 -1.910 0.148
H -1.353 -1.242 0.032 0.120
H -2.014 0.277 -0.627 0.123
H -1.613 0.833 1.727 0.146
```

***

C4H7NO2 | wB97M-V/def2-TZVPD

The HOMO energy is -9.914 eV. The SMILES is NC(=O)C[C@H]1CO1. For the calculated total energy, the calculation gives -361.8285 Eh. The calculation puts the LUMO energy at 0.77 eV. The gap between HOMO and LUMO is 10.68 eV. Its spin multiplicity is 1. As for the net charge: 0.

Geometry as XYZ:
```
14
Properties=species:S:1:pos:R:3:lowdin_charge:R:1
N 1.350 1.080 1.181 0.173
C 0.495 0.080 1.510 -0.549
O -0.102 0.085 2.566 0.057
C 0.241 -0.967 0.449 -0.062
C -0.985 -0.580 -0.333 -0.322
C -0.902 0.376 -1.434 -0.094
O -1.077 -1.033 -1.657 -0.030
H 1.484 1.849 1.815 0.112
H 1.848 1.091 0.329 0.084
H 0.119 -1.934 0.940 0.132
H 1.080 -1.041 -0.233 0.121
H -1.911 -0.655 0.218 0.150
H 0.071 0.798 -1.718 0.114
H -1.771 0.989 -1.677 0.114
```

***

C4H7NO2 | wB97M-V/def2-TZVPD

The HOMO energy is -7.761 eV. For the calculated total energy, the calculation gives -361.6795 Eh. The calculation puts the LUMO energy at 0.74 eV. The gap between HOMO and LUMO is 8.50 eV. Its spin multiplicity is 1. As for the net charge: 0.

Geometry as XYZ:
```
14
Properties=species:S:1:pos:R:3:lowdin_charge:R:1
C -1.709 0.162 -0.596 -0.021
C -0.659 0.173 1.435 -0.042
O -0.750 -0.739 0.088 -0.238
C 0.604 -0.864 -0.460 -0.025
C 1.327 0.321 0.141 -0.473
N 2.460 0.718 -0.254 0.150
O 0.552 0.874 1.081 -0.056
H -1.411 1.215 -0.511 0.105
H -2.664 0.049 -0.076 0.103
H -1.751 -0.180 -1.624 0.093
H -0.376 -0.598 2.161 0.054
H 0.581 -0.850 -1.551 0.138
H 1.055 -1.812 -0.131 0.148
H 2.742 1.532 0.295 0.064
```

***

C4H7NO2 | wB97M-V/def2-TZVPD

The HOMO energy is -9.491 eV. The SMILES is O=CN1CC(O)C1. For the calculated total energy, the calculation gives -361.8191 Eh. The calculation puts the LUMO energy at 0.63 eV. The gap between HOMO and LUMO is 10.12 eV. Its spin multiplicity is 1. As for the net charge: 0.

Geometry as XYZ:
```
14
Properties=species:S:1:pos:R:3:lowdin_charge:R:1
O -2.300 -0.310 -0.586 -0.010
C -1.109 -0.190 0.135 -0.340
C 0.035 -1.061 -0.412 -0.076
N 0.920 0.108 -0.308 -0.074
C -0.196 1.039 -0.109 -0.065
C 2.073 0.167 0.411 -0.338
O 2.500 1.168 0.949 0.023
H -2.980 0.211 -0.143 0.100
H -1.254 -0.357 1.213 0.151
H 0.343 -1.929 0.180 0.121
H -0.144 -1.355 -1.452 0.125
H -0.032 1.741 0.713 0.120
H -0.454 1.577 -1.027 0.127
H 2.597 -0.810 0.435 0.137
```

***

C4H7NO2 | wB97M-V/def2-TZVPD

The HOMO energy is -9.761 eV. The SMILES is C[C@]1(C=O)CN1O. For the calculated total energy, the calculation gives -361.7489 Eh. The calculation puts the LUMO energy at 0.87 eV. The gap between HOMO and LUMO is 10.63 eV. Its spin multiplicity is 1. As for the net charge: 0.

Geometry as XYZ:
```
14
Properties=species:S:1:pos:R:3:lowdin_charge:R:1
C -0.780 -1.472 0.271 -0.013
C 0.009 -0.227 -0.042 -0.422
N -0.479 0.990 0.613 -0.069
O -0.411 2.146 -0.209 -0.046
C 0.607 -0.169 -1.413 -0.191
C 0.840 0.518 0.964 -0.051
O 0.778 -1.165 -2.078 0.063
H -1.726 -1.442 -0.281 0.092
H -0.233 -2.364 -0.043 0.083
H -1.009 -1.534 1.338 0.084
H -1.167 2.652 0.116 0.101
H 0.932 0.826 -1.769 0.130
H 1.664 1.105 0.561 0.121
H 0.975 0.138 1.973 0.116
```

***

C4H7NO2 | wB97M-V/def2-TZVPD

The HOMO energy is -9.924 eV. The SMILES is O=CCCNC=O. For the calculated total energy, the calculation gives -361.8268 Eh. The calculation puts the LUMO energy at 0.82 eV. The gap between HOMO and LUMO is 10.74 eV. Its spin multiplicity is 1. As for the net charge: 0.

Geometry as XYZ:
```
14
Properties=species:S:1:pos:R:3:lowdin_charge:R:1
O 1.159 2.257 2.505 0.057
C 0.433 1.466 1.980 -0.367
N 0.469 1.128 0.631 -0.002
C 0.321 -0.232 0.128 -0.213
C -0.555 -0.203 -1.134 -0.138
C -0.766 -1.663 -1.573 -0.260
O 0.088 -2.227 -2.197 0.057
H -0.433 0.902 2.384 0.133
H 1.195 1.697 0.211 0.134
H -0.088 -0.758 1.016 0.124
H 1.221 -0.823 -0.043 0.125
H 0.023 0.343 -1.881 0.117
H -1.481 0.337 -0.933 0.111
H -1.585 -2.223 -1.094 0.121
```

***

C4H7NO2 | wB97M-V/def2-TZVPD

The HOMO energy is -9.823 eV. For the calculated total energy, the calculation gives -361.7453 Eh. The calculation puts the LUMO energy at 0.72 eV. The gap between HOMO and LUMO is 10.54 eV. Its spin multiplicity is 1. As for the net charge: 0.

Geometry as XYZ:
```
14
Properties=species:S:1:pos:R:3:lowdin_charge:R:1
O -1.133 -0.786 1.357 -0.031
C -1.048 -0.229 0.078 -0.333
C -0.126 1.224 0.332 -0.101
O 1.237 0.942 0.635 -0.054
C 1.753 -0.182 0.073 -0.224
N 1.188 -1.070 -0.622 0.075
C -0.234 -1.010 -0.916 -0.183
H -0.794 0.175 1.435 0.065
H -2.028 0.097 -0.290 0.143
H -0.242 1.707 -0.626 0.115
H -0.394 1.980 1.116 0.148
H 2.814 -0.256 0.303 0.132
H -0.382 -0.553 -1.900 0.123
H -0.609 -2.039 -0.974 0.126
```